1.
The following is a DFT calculation (the ωB97M-V functional and the def2-TZVPD basis) of a single C4H5NO molecule.

Calculated values
Gap between HOMO and LUMO, eV: 9.99
HOMO level, hartree: -0.35584
Structure (SMILES): O=CN=C1CC1
Max |F|, eV/Å: 0.50
Energy relative to the best compared isomer or geometry (same formula, charge and spin), eV: 2.0559

The geometry in XYZ format:
```
11
Properties=species:S:1:pos:R:3:forces:R:3:nbo_charge:R:1
C 0.757788 -1.443577 0.219153 0.06 -0.14 -0.14 -0.47
C 0.203092 -0.205535 -0.311563 -0.05 -0.02 -0.09 0.38
C 0.228312 -0.325163 1.145746 -0.07 0.17 0.12 -0.49
O -1.681536 1.796633 -0.258651 0.29 -0.12 -0.40 -0.54
C -0.892099 1.601779 -1.150398 -0.23 0.17 0.26 0.53
N -0.165135 0.406372 -1.354741 0.05 -0.18 0.35 -0.49
H 0.978025 0.218954 1.713625 -0.11 -0.01 -0.11 0.24
H 1.835288 -1.590794 0.202619 -0.17 0.06 -0.02 0.24
H 0.173124 -2.350817 0.092786 0.06 0.10 0.02 0.24
H -0.726623 -0.445568 1.652078 0.17 -0.02 -0.10 0.25
H -0.710236 2.337716 -1.950655 0.01 -0.02 0.11 0.12
```
Positions in Å, forces in eV/Å.


2.
The following is a DFT calculation (the ωB97M-V functional and the def2-TZVPD basis) of 2 unconnected molecules or ions with the total composition C4H5NO.

Calculated values
Gap between HOMO and LUMO, eV: 9.05
HOMO level, hartree: -0.33438
Max |F|, eV/Å: 1.09
Energy relative to the best compared isomer or geometry (same formula, charge and spin), eV: 4.3598

The geometry in XYZ format:
```
11
Properties=species:S:1:pos:R:3:forces:R:3:nbo_charge:R:1
C 0.368301 1.652992 -0.557932 0.03 0.13 -0.12 -0.67
C 0.063916 0.135139 -0.355865 -0.01 -0.16 0.03 0.37
C 0.209590 0.057597 1.022940 -0.19 -0.32 -0.08 -0.11
N -0.475219 -1.987865 1.357645 0.10 -0.20 -1.07 -0.35
C -0.490929 -2.602233 0.376897 0.06 0.70 0.76 0.21
O -0.088227 -0.633642 -1.296829 0.05 0.25 0.37 -0.62
H -0.460283 2.042303 -1.154171 0.11 -0.05 0.03 0.24
H 0.463954 2.251893 0.355653 -0.03 -0.22 -0.12 0.23
H 1.304958 1.728446 -1.111915 -0.12 -0.03 0.02 0.24
H -0.541215 0.516640 1.663053 0.02 -0.16 0.00 0.19
H -0.498966 -3.173003 -0.529993 -0.01 0.05 0.16 0.26
```
Positions in Å, forces in eV/Å.


3.
The following is a DFT calculation (the ωB97M-V functional and the def2-TZVPD basis) of a molecular structure, C4H5NO.

Calculated values
Gap between HOMO and LUMO, eV: 8.76
HOMO level, hartree: -0.34812
Max |F|, eV/Å: 0.33
Energy relative to the best compared isomer or geometry (same formula, charge and spin), eV: 4.8758

The geometry in XYZ format:
```
11
Properties=species:S:1:pos:R:3:forces:R:3:nbo_charge:R:1
C -1.840425 -0.064165 0.272720 -0.05 0.00 0.01 -0.64
C -0.356307 -0.057259 0.057049 -0.06 0.03 0.01 -0.08
N 0.284167 -1.299194 0.030570 0.20 0.18 -0.04 0.13
O 1.503105 -1.267601 -0.152139 -0.19 0.10 0.02 -0.28
C 1.803300 0.588722 -0.296150 -0.10 -0.01 0.02 -0.29
C 0.504712 0.987418 -0.125787 0.18 -0.27 -0.01 -0.02
H -2.174083 -1.063342 0.566499 0.05 0.14 -0.04 0.23
H -2.117938 0.644783 1.057548 0.05 -0.10 -0.11 0.23
H -2.374509 0.222477 -0.639171 0.09 -0.04 0.13 0.22
H 2.518146 0.702187 0.520299 -0.10 -0.02 -0.08 0.25
H 2.249832 0.605976 -1.291442 -0.07 -0.01 0.10 0.25
```
Positions in Å, forces in eV/Å.


4.
The following is a DFT calculation (the ωB97M-V functional and the def2-TZVPD basis) of a single C4H5NO molecule.

Calculated values
Gap between HOMO and LUMO, eV: 9.05
HOMO level, hartree: -0.30786
Structure (SMILES): [O-]C1=C2C[N@@H+]2C1
Max |F|, eV/Å: 5.50
Energy relative to the best compared isomer or geometry (same formula, charge and spin), eV: 4.2474

The geometry in XYZ format:
```
11
Properties=species:S:1:pos:R:3:forces:R:3:nbo_charge:R:1
O -1.503827 1.870471 0.650657 0.27 -0.37 -0.01 -0.54
C -0.799667 0.905081 0.505776 -0.46 0.87 0.14 0.48
C -1.053005 -0.437359 -0.205849 -0.68 0.66 -0.38 -0.34
N 0.324928 -0.788156 0.012554 1.95 -4.16 3.02 -0.45
C 1.309601 0.212502 -0.258797 0.20 1.09 -0.24 -0.27
C 0.566150 0.544770 0.998852 -0.29 0.45 -0.62 -0.20
H -1.750881 -1.077055 0.336209 0.20 0.03 -0.03 0.24
H -1.288506 -0.429211 -1.273865 -0.18 0.09 0.14 0.22
H 1.105827 0.690873 -1.217940 0.13 0.13 0.12 0.20
H 2.342062 -0.118810 -0.159444 -0.23 -0.05 -0.01 0.22
H 0.620595 -1.539495 0.724696 -0.92 1.25 -2.11 0.44
```
Positions in Å, forces in eV/Å.


5.
The following is a DFT calculation (the ωB97M-V functional and the def2-TZVPD basis) of 2 unconnected molecules or ions with the total composition C4H5NO.

Calculated values
Gap between HOMO and LUMO, eV: 8.49
HOMO level, hartree: -0.32598
Structure (SMILES): C=C=C=C=N.O
Max |F|, eV/Å: 4.56
Energy relative to the best compared isomer or geometry (same formula, charge and spin), eV: 4.6799

The geometry in XYZ format:
```
11
Properties=species:S:1:pos:R:3:forces:R:3:nbo_charge:R:1
C 0.863485 0.578830 -0.251067 0.27 0.44 0.11 -0.25
C 2.070342 0.238537 -0.118043 3.65 -1.79 0.34 0.41
C -0.336899 0.785303 0.066127 1.62 1.37 -0.53 0.10
C -1.553774 1.071368 0.226665 -3.88 0.57 0.74 -0.50
N 3.225362 -0.187159 0.092641 -2.03 1.06 -0.12 -0.61
O -1.074894 -1.547458 -0.307999 -4.08 -1.73 1.07 -0.91
H -0.550150 -0.897977 0.121344 0.94 -0.06 0.46 0.45
H -2.241032 0.371228 0.769597 0.67 1.23 -0.40 0.22
H -1.981487 1.933304 -0.294631 0.07 -0.25 0.36 0.25
H 3.566279 -0.945795 -0.489046 -0.08 0.08 -0.23 0.39
H -1.987237 -1.400179 0.184414 2.84 -0.91 -1.80 0.45
```
Positions in Å, forces in eV/Å.


6.
The following is a DFT calculation (the ωB97M-V functional and the def2-TZVPD basis) of a single C4H5NO molecule.

Calculated values
Gap between HOMO and LUMO, eV: 11.14
HOMO level, hartree: -0.38666
Structure (SMILES): N#CCCC=O
Max |F|, eV/Å: 1.73
Energy relative to the best compared isomer or geometry (same formula, charge and spin), eV: 0.9105

The geometry in XYZ format:
```
11
Properties=species:S:1:pos:R:3:forces:R:3:nbo_charge:R:1
O -1.862542 1.296625 0.109632 0.00 -0.53 -0.11 -0.51
C -1.710592 0.117014 -0.100845 -0.08 0.31 0.01 0.44
C -0.358400 -0.536025 -0.193706 -0.03 0.02 -0.06 -0.51
C 0.749306 0.494646 -0.046330 -0.08 0.14 0.01 -0.51
C 2.040805 -0.161858 0.105766 0.60 0.01 1.63 0.27
N 2.897148 -0.568652 0.764928 0.13 -0.21 -1.09 -0.30
H -2.577242 -0.559298 -0.233566 -0.01 0.08 0.03 0.12
H -0.270751 -1.081985 -1.139927 -0.13 0.04 0.06 0.24
H -0.281053 -1.295668 0.599170 -0.07 0.15 -0.16 0.25
H 0.649417 1.001847 0.918472 -0.25 0.15 -0.25 0.26
H 0.744167 1.260092 -0.820950 -0.08 -0.16 -0.07 0.25
```
Positions in Å, forces in eV/Å.


7.
The following is a DFT calculation (the ωB97M-V functional and the def2-TZVPD basis) of a single C4H5NO molecule.

Calculated values
Gap between HOMO and LUMO (alpha / beta), eV: 9.02 / 9.03
HOMO level (alpha / beta), hartree: -0.33890 / -0.33895
Structure (SMILES): C=C=C(C)N=O
Max |F|, eV/Å: 0.83
Energy relative to the best compared isomer or geometry (same formula, charge and spin), eV: 5.4372

The geometry in XYZ format:
```
11
Properties=species:S:1:pos:R:3:forces:R:3:nbo_charge:R:1
C -1.155469 -1.060286 0.265893 -0.12 -0.04 -0.03 -0.66
C -0.255637 -0.248728 -0.604480 0.22 -0.02 0.26 0.05
N -0.626891 1.086078 -1.102417 -0.27 0.30 0.26 0.16
O -1.026324 1.718478 -0.150844 -0.35 -0.27 -0.70 -0.31
C 1.056634 -0.197832 -0.489640 -0.14 0.45 0.42 0.05
C 1.886421 0.603879 0.135005 0.11 -0.09 0.01 -0.44
H -1.420443 -1.998935 -0.225844 -0.06 0.06 0.11 0.24
H -0.650989 -1.278880 1.214916 -0.11 -0.06 -0.22 0.23
H -2.058368 -0.483526 0.480229 0.05 -0.15 -0.07 0.24
H 1.310154 1.362707 0.685299 0.66 -0.14 0.24 0.21
H 2.963810 0.604233 0.188985 0.02 -0.04 -0.28 0.22
```
Positions in Å, forces in eV/Å.


8.
The following is a DFT calculation (the ωB97M-V functional and the def2-TZVPD basis) of a single C4H5NO molecule.

Calculated values
Gap between HOMO and LUMO, eV: 11.15
HOMO level, hartree: -0.37405
Structure (SMILES): [H]/N=C/OCC#C
Max |F|, eV/Å: 0.46
Energy relative to the best compared isomer or geometry (same formula, charge and spin), eV: 2.4816

The geometry in XYZ format:
```
11
Properties=species:S:1:pos:R:3:forces:R:3:nbo_charge:R:1
N -2.131758 -0.633615 0.010534 -0.02 0.36 0.12 -0.73
C -1.731774 0.510740 0.375658 -0.17 -0.16 -0.05 0.41
O -0.431183 0.839861 0.424457 0.01 0.01 0.02 -0.48
C 0.425036 -0.234098 0.029244 0.11 -0.25 -0.07 -0.16
C 1.839283 0.089402 0.202097 0.46 -0.07 0.04 -0.04
C 3.036658 0.132465 0.310774 -0.43 0.00 -0.02 -0.21
H -3.145147 -0.693047 0.045543 0.06 0.06 0.01 0.36
H -2.344681 1.359598 0.690127 0.08 -0.12 -0.04 0.16
H 0.213036 -0.490910 -1.013631 0.07 0.01 0.11 0.22
H 0.185706 -1.114769 0.632329 0.02 0.05 -0.10 0.23
H 4.099404 0.140147 0.416527 -0.20 0.12 -0.02 0.24
```
Positions in Å, forces in eV/Å.


9.
The following is a DFT calculation (the ωB97M-V functional and the def2-TZVPD basis) of a single C4H5NO molecule.

Calculated values
Gap between HOMO and LUMO, eV: 9.15
HOMO level, hartree: -0.30782
Max |F|, eV/Å: 2.58
Energy relative to the best compared isomer or geometry (same formula, charge and spin), eV: 3.6387

The geometry in XYZ format:
```
11
Properties=species:S:1:pos:R:3:forces:R:3:nbo_charge:R:1
N 1.422466 0.095205 0.374480 -0.44 0.67 -1.57 -0.67
C 1.235235 -0.997381 -0.466033 0.69 -2.32 0.90 0.36
C 0.472688 0.957591 -0.316917 -0.44 1.28 1.49 -0.05
C -0.805871 0.663770 -0.111392 0.05 0.19 -0.14 -0.25
C -1.019004 -0.748339 0.346937 -0.11 0.39 0.08 -0.15
O 0.038494 -1.526838 -0.270030 0.17 0.00 -0.42 -0.49
H 2.349720 0.492266 0.274001 0.03 -0.38 -0.22 0.38
H 0.892762 1.741469 -0.937337 -0.28 0.29 0.47 0.22
H -1.613456 1.361187 -0.269335 -0.14 -0.23 -0.63 0.23
H -1.939490 -1.176547 -0.062329 0.13 0.18 0.18 0.22
H -1.033539 -0.862378 1.437960 0.33 -0.06 -0.14 0.22
```
Positions in Å, forces in eV/Å.


10.
The following is a DFT calculation (the ωB97M-V functional and the def2-TZVPD basis) of a single C4H5NO molecule.

Calculated values
Gap between HOMO and LUMO, eV: 12.03
HOMO level, hartree: -0.41125
Structure (SMILES): C[C@@]1(C#N)CO1
Max |F|, eV/Å: 1.05
Energy relative to the best compared isomer or geometry (same formula, charge and spin), eV: 1.8737

The geometry in XYZ format:
```
11
Properties=species:S:1:pos:R:3:forces:R:3:nbo_charge:R:1
C -1.351877 -0.357776 -0.050179 0.12 -0.02 0.12 -0.62
C 0.118752 0.055952 -0.186019 -0.20 0.22 -0.04 0.10
C 1.322564 -0.446410 0.523647 0.04 -0.07 0.30 -0.07
O 0.952284 -0.939962 -0.750105 0.03 0.01 -0.20 -0.45
C 0.283664 1.449290 -0.592028 0.14 0.99 -0.32 0.25
N 0.375647 2.595252 -0.711579 -0.08 -0.94 -0.11 -0.30
H -2.028549 0.484096 -0.249135 0.33 -0.18 0.16 0.23
H -1.551592 -1.125558 -0.808762 0.11 0.17 0.22 0.24
H -1.587872 -0.768525 0.933127 0.10 0.02 -0.07 0.23
H 2.264143 0.110169 0.476611 -0.48 0.17 0.24 0.20
H 1.202833 -1.056528 1.414425 -0.11 -0.36 -0.30 0.19
```
Positions in Å, forces in eV/Å.